A cluster of 9 separate species, C51H116N4O19S5 in total, computed with the ωB97M-V functional and the def2-TZVPD basis.

Structure (XYZ):
```
195
Properties=species:S:1:pos:R:3
O -2.6637 -2.3885 -5.1381
H 1.2137 -2.8651 3.1051
H 2.6080 -3.1188 -6.2556
H 5.5223 0.0478 4.6385
H -0.4105 0.3857 -2.7468
H 6.4236 -1.3087 -3.1555
H -5.4166 1.0208 -2.6021
C -6.6482 -2.1929 0.9095
H 4.5341 -5.0625 2.5719
H -3.5723 -0.1016 -0.8974
C -1.3716 -2.9595 -3.1789
H 4.3188 0.9193 3.5906
H 0.7140 5.4695 4.9508
H -0.8621 5.1500 -4.4988
H 2.9648 -2.4452 0.9331
H 2.5460 -0.4071 -1.2309
H -1.0886 -2.5689 -2.2001
H 1.2534 0.2373 -3.0659
C 4.5788 -4.9487 -7.0145
H 5.4424 -5.9063 -4.7184
H -0.4110 -3.0949 -3.6403
H 1.0425 -1.2814 -1.1582
C 4.8890 -2.9149 2.1455
C -2.5198 2.2907 6.0328
C -0.2161 3.2838 0.4098
H -6.9673 0.0834 -2.6831
H 3.7113 -6.4257 -4.6354
O 2.6886 3.9959 6.2692
O -2.7543 4.2922 4.3264
C 3.5995 4.3963 3.7271
H -5.0001 6.7207 -0.0543
C -5.0301 2.7522 3.8762
C 4.3967 -5.5425 -4.5194
O 1.4085 2.0882 5.5799
O -0.8085 -1.5840 2.0647
H -0.7026 4.2581 0.3569
H 7.4152 0.1087 1.9372
C 0.5208 0.8889 -2.5241
C 5.4734 -3.8455 -3.0228
H 5.5962 -5.4069 -7.0428
H 0.5591 1.8484 -3.0331
H -6.4779 -2.7113 1.8573
H 7.3626 -1.1542 3.1528
C 6.3208 -3.1340 1.6672
H 6.4387 -4.2828 -3.1589
H -2.3937 6.0939 -4.6609
H -2.7914 2.6707 1.4957
C -1.7557 5.5363 -3.9774
C 4.7180 0.2350 1.3323
O -1.8459 -0.3563 3.9838
H -2.7794 1.3956 5.4321
H 6.0825 1.3655 3.4917
O -1.3112 -0.1053 -0.5073
O -4.2276 -0.4509 -5.4198
C 5.4067 -0.4323 2.5425
N 4.8268 -1.7100 3.0241
O -0.3601 -2.1360 4.3834
H 4.4007 -2.3513 -0.0189
H -2.2885 4.7881 -3.3579
O -0.5617 5.9889 -1.7238
H 2.7994 5.1622 1.8494
H 0.1780 3.1177 1.4621
H 7.2627 -2.2520 -4.4382
S -1.2761 6.6637 -2.7800
H -2.4952 0.9906 1.2059
H -0.0526 -5.3307 3.2703
C 1.7796 2.0546 -0.5285
H 3.5409 5.2892 4.3471
H -7.9257 -0.8735 -0.8790
C -7.4441 -0.9395 1.0883
O -2.6772 7.2453 -2.2150
H -8.3725 -1.3518 1.4011
H 8.0694 -2.1068 1.1822
C -6.4052 2.1312 3.9035
H 3.9232 -3.9126 0.5019
H -4.9462 3.5396 3.1221
H -6.0531 2.1581 0.2345
H 6.8731 -3.5089 2.5657
H -2.9390 2.0720 7.0317
C -6.1141 0.2349 -0.6832
H -2.8943 -1.3913 -3.2375
H -4.5977 1.6568 -0.6008
H 3.9098 -5.7794 -7.2780
C 5.3394 0.5459 3.6692
C 6.3142 -1.7922 -4.0961
C 4.3881 -4.0778 3.0489
O -3.3655 4.5206 6.6227
H 5.5548 -2.2721 -6.9359
H -8.0420 0.6898 -0.1078
C -2.0657 2.5792 -1.1415
H -4.3071 8.3006 -0.3518
H 4.7338 -5.7262 -2.3709
H -1.3004 -4.3553 3.8144
H 5.4028 -3.5147 -1.9663
H -1.9254 -3.9066 -3.0210
H 0.3993 0.7598 2.6354
C -1.9790 1.9233 1.3373
H 4.5073 5.3896 2.1290
H 6.6769 -1.5505 0.2624
H 3.2613 -1.8037 4.1296
H -6.3408 1.3450 4.7047
C 1.5282 -0.4176 -0.7268
H -5.0674 0.9985 1.1286
H -0.6465 -4.0533 2.1842
C -4.4775 -1.5058 1.6707
C -0.3873 -4.2923 3.2342
S 1.7710 3.4168 5.2938
H -1.4318 2.3662 6.1443
H -6.7078 1.7294 2.9234
C -5.2369 -2.6113 -4.4514
C -2.1548 -1.8473 -3.8316
C 2.7097 -4.0895 -5.7560
H -5.3564 -3.6777 -4.6155
C -7.4815 -0.2007 -0.1679
H 3.6688 -1.0230 -3.9753
H -1.4434 -1.0834 -4.1655
O -4.1083 -0.8022 -1.4339
H 4.9200 -0.1526 0.3584
H -5.0673 -3.4587 -1.2595
H -1.3462 1.8787 2.1504
H -7.1391 -2.8457 0.2221
H -3.5560 -3.1482 -0.2993
C 4.4540 -4.9546 -3.1152
H -3.4419 -1.2366 1.4402
H 3.0289 -2.6351 -3.4108
O 4.8484 -2.2913 -6.3064
H 3.4721 -4.7152 -2.6565
H 0.8193 3.6297 -1.5147
N -0.3780 0.9228 -0.1261
C 3.9230 -1.9906 -3.4999
H 1.6735 -0.4678 0.3602
C 7.0203 -1.8564 1.2353
H -4.9952 -0.6752 2.1701
H -4.2906 1.9853 3.6254
H 2.0873 1.8008 0.4931
H -6.2219 -2.1660 -4.5891
H 3.6428 0.2584 1.5412
C -4.4767 7.2867 -0.7734
H -4.9592 -3.9940 0.3851
C 1.0353 3.3569 -0.4779
C 0.6481 0.0640 3.4307
O 2.4588 3.4895 3.8411
C -6.3276 0.7511 -2.0463
H -6.9453 -0.3976 1.8988
O -4.3601 -2.5730 -6.7948
H -7.1795 2.8751 4.1924
H 3.8453 3.7345 1.6995
H 0.7562 0.5960 4.3500
C -3.1967 6.4932 -1.1131
C 4.0269 -2.8992 0.8427
C 6.8721 -0.7758 2.2653
S -4.0996 -1.8713 -5.5860
H -2.5321 6.4878 -0.2283
C 3.6904 4.6724 2.2367
H 4.9027 -4.0674 4.0265
H 4.1057 -1.7851 -2.4447
C -4.6528 -3.1694 -0.3003
H 4.5010 -4.1529 -7.7584
C -1.1948 2.1963 0.0661
H -3.5266 5.5050 -1.3689
H 5.0474 1.2971 1.2890
H 3.3349 -3.9507 3.3201
H 1.0660 -3.7320 4.6766
H 2.6655 2.1699 -1.1624
C -5.2286 -1.9185 0.4024
H 6.0798 -1.0008 -4.7914
H 2.0684 -4.8388 -6.2233
H -2.6359 3.4294 -0.7656
H 6.2656 -3.8954 0.8822
C 0.8651 0.8722 -1.0081
C 0.3692 4.4745 5.1175
H -0.1952 4.5152 6.0428
C 5.1191 -2.7197 -4.0338
H -1.2730 -0.7434 0.2262
H 2.2382 -3.9620 -4.7449
O -4.7563 3.1952 5.1827
C 4.1585 -4.4969 -5.6347
C -5.3813 1.3525 0.1110
H -4.3712 -2.3992 2.3217
O -0.6212 7.7660 -3.4704
H -5.1527 7.4110 -1.6130
S -0.7367 -1.0001 3.3706
H -0.2208 4.1686 4.2382
H -2.7217 1.7900 -1.5395
S -3.3010 3.7246 5.5011
H -6.9060 1.6633 -1.8698
N -5.3646 -1.0109 -0.7576
H -1.4271 2.9216 -1.9508
H 1.5499 -0.4664 3.0031
H 4.4559 3.9089 4.1144
H -4.8310 -2.3570 -3.4488
H 1.6657 4.1555 -0.0336
O 3.4211 -1.3762 3.2744
C 0.4908 -3.2684 3.8378
N 5.1041 -3.3321 -5.3152
```

lowest unoccupied orbital energy = 0.319 eV
orbital gap = 8.95 eV
SMILES = CC1(C)CCCC(C)(C)N1O.CC1(C)CCCC(C)(C)N1O.CC1(C)CCCC(C)(C)N1O.CC1(C)CCCC(C)(C)N1O.CCOS(C)(=O)=O.CCOS(C)(=O)=O.CCOS(C)(=O)=O.CCOS(C)(=O)=O.CCOS(C)(=O)=O
energy above the lowest of the compared OMol25 structures with the same formula, charge and spin = 27.7 kJ/mol